Entry 1:
{"formula": "C25H19Cl2N4O2Pt", "method": "wB97M-V/def2-TZVPD", "elements": ["Pt", "Cl", "Cl", "O", "O", "N", "N", "N", "N", "C", "C", "C", "C", "C", "C", "C", "C", "C", "C", "C", "C", "C", "C", "C", "C", "C", "C", "C", "C", "C", "C", "C", "C", "C", "H", "H", "H", "H", "H", "H", "H", "H", "H", "H", "H", "H", "H", "H", "H", "H", "H", "H", "H"], "positions_angstrom": [[0.555, -0.380, 0.329], [-1.474, 1.636, 3.543], [-2.411, -1.012, -1.310], [-0.596, -3.306, 1.013], [0.090, 0.625, -1.438], [-1.375, -0.036, 1.187], [3.329, -0.912, 0.809], [1.344, -1.023, 2.007], [2.426, -0.556, -0.189], [-2.856, -3.088, 0.289], [-0.902, 1.220, -1.908], [-4.068, -2.314, 0.536], [2.726, -1.190, 1.917], [-2.057, 1.181, 0.928], [3.415, -1.668, 3.089], [-4.760, -1.266, 0.410], [4.194, 0.661, -3.801], [4.256, 0.492, -1.394], [-1.443, -1.135, 0.452], [-0.577, 2.307, -2.894], [0.676, -1.345, 3.143], [2.977, -0.011, -3.800], [-2.214, 2.031, 2.024], [-2.632, 1.598, -0.301], [-2.273, 0.918, -1.569], [-3.419, 2.747, -0.352], [4.831, 0.895, -2.588], [2.728, -1.952, 4.215], [2.403, -0.432, -2.612], [1.308, -1.789, 4.258], [-2.946, 3.207, 1.951], [-1.549, -2.584, 0.765], [3.016, -0.160, -1.386], [-3.564, 3.557, 0.762], [4.486, -1.800, 3.013], [-0.395, -1.203, 3.105], [0.733, -2.019, 5.143], [-5.015, -2.715, 1.022], [4.747, 0.671, -0.449], [-3.114, -0.914, -2.521], [-0.925, 3.260, -2.483], [-4.159, 4.460, 0.709], [-1.101, 2.166, -3.837], [3.254, -2.317, 5.090], [-2.952, -4.168, 0.289], [2.481, -0.231, -4.738], [0.499, 2.336, -3.045], [5.787, 1.404, -2.572], [-3.039, 3.821, 2.836], [-3.888, 3.000, -1.293], [1.478, -0.993, -2.614], [4.646, 0.980, -4.732], [-2.681, -2.652, -1.009]], "forces_ev_per_a": [[-0.2, 0.1, 0.1], [0.0, 0.0, 0.0], [0.0, 1.8, -2.8], [-0.3, -0.2, -0.1], [0.2, -0.1, -0.4], [-0.1, 0.2, 0.5], [0.0, 0.0, -0.1], [-0.1, -0.1, 0.0], [0.0, 0.0, 0.2], [0.2, -0.2, -2.5], [0.3, -0.5, 0.4], [0.3, -0.9, 0.5], [-0.1, 0.0, 0.0], [0.1, 0.0, -0.1], [0.0, 0.0, -0.1], [-0.8, 0.8, 0.1], [0.0, 0.0, 0.0], [0.0, 0.0, 0.0], [0.6, 0.2, 0.3], [-0.3, 0.2, 0.2], [0.0, 0.0, 0.0], [0.0, 0.0, 0.0], [-0.1, 0.1, 0.1], [0.1, -0.2, 0.0], [-0.1, -0.1, 0.2], [0.0, 0.0, 0.0], [0.0, 0.0, 0.0], [-0.1, 0.0, 0.0], [0.0, 0.0, 0.0], [0.0, 0.0, 0.0], [0.0, 0.0, 0.0], [0.5, 0.5, 0.5], [0.1, 0.0, 0.0], [0.0, 0.0, 0.0], [0.0, 0.0, 0.0], [0.0, 0.0, 0.0], [0.0, 0.0, 0.0], [0.0, 0.0, 0.1], [0.0, 0.0, 0.0], [-0.1, 0.2, -0.2], [0.0, 0.0, 0.0], [0.0, 0.0, 0.0], [0.0, -0.1, 0.0], [0.0, 0.0, 0.0], [0.0, 0.0, 0.3], [0.0, 0.0, 0.0], [0.0, 0.0, 0.0], [0.0, 0.0, 0.0], [0.0, 0.0, 0.0], [0.0, 0.0, 0.0], [0.0, 0.0, 0.0], [0.0, 0.0, 0.0], [-0.3, -1.8, 2.8]], "mulliken_charge": [0.24, -0.21, -0.02, -0.64, -0.55, -0.28, -0.97, -0.04, 0.50, -1.00, 1.11, 0.39, 0.30, -0.27, -0.65, -0.66, -0.50, -0.39, 0.30, -1.40, 0.08, -0.63, 0.62, 0.74, -1.16, -0.78, -0.49, -0.10, -0.34, -1.06, -0.46, 0.48, 0.37, -0.54, 0.43, 0.39, 0.40, 0.35, 0.45, 0.06, 0.31, 0.39, 0.32, 0.35, 0.49, 0.37, 0.36, 0.33, 0.43, 0.45, 0.36, 0.38, 0.40], "fmax_ha_per_bohr": 0.06471, "spin_multiplicity": 1, "orbital_gap_ev": 5.756, "total_charge": -1}

---

Entry 2:
{"formula": "C4H14O3S", "method": "wB97M-V/def2-TZVPD", "elements": ["S", "O", "O", "O", "C", "C", "C", "C", "H", "H", "H", "H", "H", "H", "H", "H", "H", "H", "H", "H", "H", "H"], "positions_angstrom": [[2.023, -0.893, 0.802], [1.463, -1.471, -2.592], [0.549, 1.736, -2.234], [-1.076, 2.551, 1.377], [-1.398, 0.203, 0.900], [0.416, -1.466, 0.090], [-0.750, -1.199, 1.018], [-0.690, 1.227, 1.759], [-0.290, 3.006, 1.072], [-0.599, -1.553, 2.034], [-1.595, -1.872, 0.795], [0.391, 1.192, 1.880], [0.870, -1.716, -3.307], [-2.445, 0.116, 1.196], [0.201, -1.166, -0.914], [-1.142, 0.993, 2.736], [2.760, -1.598, -0.057], [-1.450, 0.429, -0.171], [0.624, -2.535, 0.113], [1.381, -0.514, -2.493], [-0.111, 2.357, -2.559], [0.868, 2.172, -1.443]], "forces_ev_per_a": [[-0.4, 0.6, -0.4], [0.3, 0.0, -0.2], [-0.1, 0.1, -0.1], [0.0, 0.0, 0.1], [0.9, -1.1, -0.5], [0.3, -1.0, 1.6], [-1.7, -0.2, -0.1], [-1.3, 0.3, 0.5], [0.0, 0.1, 0.0], [0.7, 0.6, 0.4], [0.4, -0.1, -0.7], [0.0, -0.5, -0.4], [0.0, 0.1, -0.1], [0.1, 0.2, 0.3], [0.2, 0.4, -0.2], [0.5, 0.6, 0.2], [0.2, 0.0, -0.1], [0.4, 0.4, 0.1], [-0.5, -0.1, -0.4], [0.0, 0.1, -0.2], [-0.1, -0.1, -0.2], [0.3, -0.1, 0.3]], "mulliken_charge": [-0.24, -0.63, -0.61, -0.53, -0.38, -0.40, -0.97, -0.49, 0.29, 0.43, 0.36, 0.33, 0.30, 0.36, 0.31, 0.23, 0.12, 0.24, 0.37, 0.31, 0.31, 0.30], "smiles": "OCCCCS.O.O", "fmax_ha_per_bohr": 0.03815, "spin_multiplicity": 1, "orbital_gap_ev": 9.181}

---

Number 1 is which compound?
C25H19Cl2N4O2Pt

---

Copy entry 2 word for word.
{"formula": "C4H14O3S", "method": "wB97M-V/def2-TZVPD", "elements": ["S", "O", "O", "O", "C", "C", "C", "C", "H", "H", "H", "H", "H", "H", "H", "H", "H", "H", "H", "H", "H", "H"], "positions_angstrom": [[2.023, -0.893, 0.802], [1.463, -1.471, -2.592], [0.549, 1.736, -2.234], [-1.076, 2.551, 1.377], [-1.398, 0.203, 0.900], [0.416, -1.466, 0.090], [-0.750, -1.199, 1.018], [-0.690, 1.227, 1.759], [-0.290, 3.006, 1.072], [-0.599, -1.553, 2.034], [-1.595, -1.872, 0.795], [0.391, 1.192, 1.880], [0.870, -1.716, -3.307], [-2.445, 0.116, 1.196], [0.201, -1.166, -0.914], [-1.142, 0.993, 2.736], [2.760, -1.598, -0.057], [-1.450, 0.429, -0.171], [0.624, -2.535, 0.113], [1.381, -0.514, -2.493], [-0.111, 2.357, -2.559], [0.868, 2.172, -1.443]], "forces_ev_per_a": [[-0.4, 0.6, -0.4], [0.3, 0.0, -0.2], [-0.1, 0.1, -0.1], [0.0, 0.0, 0.1], [0.9, -1.1, -0.5], [0.3, -1.0, 1.6], [-1.7, -0.2, -0.1], [-1.3, 0.3, 0.5], [0.0, 0.1, 0.0], [0.7, 0.6, 0.4], [0.4, -0.1, -0.7], [0.0, -0.5, -0.4], [0.0, 0.1, -0.1], [0.1, 0.2, 0.3], [0.2, 0.4, -0.2], [0.5, 0.6, 0.2], [0.2, 0.0, -0.1], [0.4, 0.4, 0.1], [-0.5, -0.1, -0.4], [0.0, 0.1, -0.2], [-0.1, -0.1, -0.2], [0.3, -0.1, 0.3]], "mulliken_charge": [-0.24, -0.63, -0.61, -0.53, -0.38, -0.40, -0.97, -0.49, 0.29, 0.43, 0.36, 0.33, 0.30, 0.36, 0.31, 0.23, 0.12, 0.24, 0.37, 0.31, 0.31, 0.30], "smiles": "OCCCCS.O.O", "fmax_ha_per_bohr": 0.03815, "spin_multiplicity": 1, "orbital_gap_ev": 9.181}